Entry 1:
{
  "formula": "C36H76BCsO18S9",
  "method": "the ωB97M-V functional and the def2-TZVPD basis",
  "species": ["Cs", "B", "H", "H", "H", "H", "C", "C", "C", "S", "O", "O", "C", "H", "H", "H", "H", "H", "H", "H", "H", "C", "C", "C", "S", "O", "O", "C", "H", "H", "H", "H", "H", "H", "H", "H", "C", "C", "C", "S", "O", "O", "C", "H", "H", "H", "H", "H", "H", "H", "H", "C", "C", "C", "S", "O", "O", "C", "H", "H", "H", "H", "H", "H", "H", "H", "C", "C", "C", "S", "O", "O", "C", "H", "H", "H", "H", "H", "H", "H", "H", "C", "C", "C", "S", "O", "O", "C", "H", "H", "H", "H", "H", "H", "H", "H", "C", "C", "C", "S", "O", "O", "C", "H", "H", "H", "H", "H", "H", "H", "H", "C", "C", "C", "S", "O", "O", "C", "H", "H", "H", "H", "H", "H", "H", "H", "C", "C", "C", "S", "O", "O", "C", "H", "H", "H", "H", "H", "H", "H", "H"],
  "xyz": [[-17.43808, -5.75846, -4.46673], [-14.86015, -6.93463, -3.71733], [-14.95600, -7.00120, -4.79001], [-15.57133, -7.66218, -3.35798], [-13.88081, -7.27769, -3.42161], [-15.07611, -5.95211, -3.32717], [-20.98376, -8.05916, -8.00516], [-20.27839, -7.11273, -9.03455], [-20.37309, -7.72419, -10.43325], [-20.13598, -9.55763, -10.23824], [-18.71728, -9.95718, -10.31921], [-21.18292, -10.21239, -11.03272], [-20.63751, -9.49782, -8.37678], [-22.05758, -7.91149, -7.89021], [-20.67077, -7.74953, -7.00803], [-19.23791, -7.02563, -8.72165], [-20.79912, -6.15660, -9.08711], [-19.84906, -7.30341, -11.29141], [-21.41716, -7.88377, -10.70259], [-19.85447, -9.93335, -7.75610], [-21.54450, -10.10225, -8.36528], [-11.88350, -5.97453, -6.00919], [-12.12467, -7.51055, -6.05042], [-11.33159, -8.17652, -4.84999], [-9.71578, -7.37488, -5.01116], [-9.00616, -7.88921, -6.21765], [-9.06685, -7.38266, -3.73031], [-10.51003, -5.72768, -5.37611], [-12.57114, -5.58295, -5.25957], [-12.03880, -5.45544, -6.95498], [-11.74405, -7.91077, -6.99013], [-13.19151, -7.73005, -6.09252], [-11.13880, -9.24833, -4.89622], [-11.78032, -7.99607, -3.87317], [-9.85785, -5.07839, -5.96022], [-10.72697, -5.35057, -4.37670], [-14.96892, -5.76368, -9.87286], [-16.13537, -6.39156, -9.07178], [-17.02245, -5.24824, -8.60637], [-15.85243, -3.91913, -8.14282], [-15.55151, -3.82089, -6.70245], [-16.26902, -2.66982, -8.86142], [-14.34539, -4.74164, -8.98803], [-15.28181, -5.22216, -10.76560], [-14.21279, -6.47507, -10.20494], [-15.74690, -6.80427, -8.14073], [-16.68308, -7.13709, -9.64821], [-17.74263, -5.46903, -7.81854], [-17.59589, -4.84218, -9.43967], [-13.87590, -5.38756, -8.24608], [-13.63456, -4.01267, -9.37717], [-22.44746, -9.80145, -2.74562], [-21.35651, -10.83437, -3.01200], [-20.30868, -10.27222, -3.88094], [-19.97267, -8.61023, -3.06456], [-19.89682, -7.49789, -4.08100], [-19.01763, -8.77289, -2.05594], [-21.67382, -8.53971, -2.20789], [-23.11408, -10.17767, -1.96964], [-23.02878, -9.49028, -3.61359], [-21.63919, -11.74872, -3.53368], [-20.87006, -11.32807, -2.17075], [-20.64304, -10.11885, -4.90700], [-19.36556, -10.81489, -3.81675], [-22.12264, -7.57379, -2.43952], [-21.43031, -8.60839, -1.14767], [-16.96198, -5.08994, 0.54733], [-17.86955, -3.99900, 1.09900], [-18.94408, -3.79483, 0.01589], [-19.48105, -5.46111, -0.60356], [-19.54545, -5.43699, -2.01621], [-20.66316, -5.93876, 0.13873], [-17.87676, -6.22573, 0.00068], [-16.26080, -5.41871, 1.31438], [-16.33785, -4.72878, -0.27006], [-17.38013, -3.07014, 1.39189], [-18.31749, -4.33238, 2.03511], [-18.35322, -3.37138, -0.79631], [-19.68358, -3.01301, 0.18912], [-17.38698, -6.89396, -0.70761], [-18.08531, -6.87217, 0.85316], [-22.85636, -5.66340, -4.32092], [-23.06400, -4.82020, -5.55915], [-22.14469, -3.64818, -5.44855], [-22.55902, -3.09400, -3.71778], [-23.76024, -2.28698, -3.79023], [-21.29378, -2.62020, -3.04470], [-23.01104, -4.75481, -3.15958], [-21.89239, -6.17186, -4.30238], [-23.57677, -6.47268, -4.20192], [-24.12459, -4.57750, -5.49321], [-22.87114, -5.40407, -6.45914], [-22.26563, -2.83946, -6.16929], [-21.12268, -4.01812, -5.53060], [-24.05008, -4.66823, -2.84177], [-22.32550, -4.90081, -2.32484], [-16.90876, -1.58311, -3.41459], [-16.20303, -0.91201, -4.56475], [-17.12323, -1.11056, -5.83767], [-18.82980, -1.64893, -5.25849], [-18.95960, -3.08308, -5.59416], [-19.87264, -0.75907, -5.68371], [-18.38894, -1.39939, -3.53274], [-16.71994, -1.10261, -2.45461], [-16.73817, -2.64912, -3.26417], [-15.24253, -1.37488, -4.79125], [-16.10758, 0.14606, -4.32084], [-16.86993, -1.81780, -6.62745], [-17.25954, -0.15469, -6.34345], [-19.12263, -1.82132, -2.84587], [-18.49885, -0.32138, -3.41482], [-14.65905, -10.76309, -6.31683], [-14.68848, -10.74715, -7.91583], [-16.08287, -10.19631, -8.29879], [-17.05803, -9.75657, -6.86993], [-17.83881, -10.91472, -6.42388], [-17.61231, -8.42306, -7.07449], [-15.56869, -9.60967, -5.75423], [-13.64462, -10.70368, -5.92249], [-15.01199, -11.74720, -6.00853], [-14.45321, -11.73351, -8.31562], [-13.89982, -10.05714, -8.21585], [-16.71189, -10.71310, -9.02360], [-15.99715, -9.22649, -8.78889], [-15.88320, -9.53975, -4.71295], [-15.13722, -8.63682, -5.98982], [-12.75927, -2.91360, -3.80882], [-12.51769, -2.49955, -5.31533], [-11.47522, -1.39876, -5.35980], [-11.74102, -0.33208, -3.89462], [-12.71834, 0.75165, -4.29033], [-10.51825, -0.03565, -3.15910], [-12.67158, -1.61428, -2.98454], [-12.04900, -3.61975, -3.37874], [-13.75118, -3.36454, -3.77924], [-13.47981, -2.19075, -5.72407], [-12.20090, -3.37021, -5.88952], [-11.43321, -0.88070, -6.31789], [-10.47945, -1.78679, -5.14544], [-13.65650, -1.16572, -2.85489], [-12.07140, -1.71933, -2.08074]],
  "atomic_forces_ev_per_a": [[-0.7, 0.3, -0.3], [0.7, -0.1, 0.3], [-0.2, 0.3, -4.4], [-3.0, -2.8, 1.7], [3.8, -1.2, 1.1], [-0.6, 3.9, 1.5], [0.4, 0.7, -0.3], [-0.5, -0.5, -0.3], [-0.8, -1.7, 0.3], [0.6, 0.5, 1.2], [-1.7, 0.3, -0.1], [1.5, 0.5, 0.9], [-0.5, -0.3, -0.9], [-0.2, 0.0, -0.9], [0.6, -0.4, 0.1], [0.0, 0.3, -0.1], [0.3, 0.2, 0.3], [0.3, -0.1, 0.4], [-0.3, 0.9, -0.2], [0.1, -0.1, -0.4], [0.2, -0.3, 0.1], [0.0, -0.9, 1.0], [0.4, -0.5, -0.1], [-0.3, 0.4, -1.3], [-0.4, -0.2, -2.0], [-1.4, 1.0, 2.2], [0.4, 0.2, 0.0], [0.4, -0.5, 0.2], [-0.5, 0.1, -0.4], [0.1, -0.3, 0.0], [0.4, -0.1, 0.0], [0.1, 0.0, 0.6], [-0.1, 0.0, -0.5], [0.1, 0.5, -0.1], [0.2, -0.2, 0.3], [0.7, 0.2, 0.0], [-0.4, 0.3, -1.2], [0.5, 0.5, 0.0], [-0.1, 0.5, -0.4], [0.9, 1.9, -0.8], [-0.7, -0.4, -1.4], [0.9, -2.6, 1.5], [-0.7, 0.0, 1.7], [-0.6, -0.4, -0.3], [-0.1, -0.2, 0.1], [0.2, -0.6, -0.2], [0.0, 0.0, 0.2], [0.4, 0.0, 0.2], [0.1, 0.2, 0.0], [0.2, 0.8, 0.8], [-0.4, 0.0, -0.1], [0.9, 0.8, 1.2], [-0.3, -1.8, -0.5], [1.4, 1.9, 0.1], [-4.5, 1.4, -3.8], [0.2, -2.5, 1.9], [2.6, -0.1, 1.9], [0.7, -0.6, -0.9], [-0.2, 0.2, -0.1], [0.1, -0.4, -0.2], [-1.0, 0.1, -0.2], [-0.3, 0.8, 0.8], [0.2, 0.2, 0.0], [0.0, 0.1, -0.3], [0.1, -0.2, 0.0], [-0.1, 0.0, -0.1], [-0.1, 0.0, -0.6], [-1.1, -0.4, 0.3], [0.9, 0.5, -0.3], [0.2, 0.7, 4.0], [0.0, -0.1, -2.0], [1.8, 0.4, -0.9], [0.1, -0.2, 1.0], [-0.2, -0.4, -0.1], [0.0, 0.3, -0.1], [0.2, 0.0, -0.5], [-0.2, -0.3, 0.0], [-0.1, -0.2, -0.6], [-0.6, -0.7, 0.3], [-0.3, 0.4, -0.5], [-0.7, 0.0, 0.0], [0.6, -1.4, 0.0], [-0.8, -1.0, -0.4], [0.0, 0.4, 0.7], [2.9, 0.7, -0.7], [0.6, 0.0, 0.4], [-3.0, -0.8, -1.1], [0.2, 1.3, 1.4], [0.3, 0.3, -0.1], [-0.3, 0.0, -0.4], [-0.1, 0.5, -0.6], [-0.1, 0.1, -0.1], [-0.3, 0.1, 0.3], [0.1, 0.3, 0.5], [0.1, 0.0, 0.2], [-0.2, -0.4, 0.1], [-0.5, -1.2, 1.7], [-0.9, -0.9, -1.5], [-0.9, 0.7, 0.3], [1.7, -0.9, -0.3], [0.2, 1.2, 0.5], [-0.1, 0.0, 0.0], [-1.2, 1.3, -0.6], [0.7, -0.1, 0.1], [0.6, -0.1, -0.3], [0.1, 0.3, 0.3], [0.2, 0.0, -0.3], [0.4, -0.1, 0.6], [-0.2, 0.0, 0.1], [0.4, -0.6, -0.1], [-0.6, 0.3, -0.2], [-0.5, -0.1, 0.0], [-0.5, 0.6, 1.9], [0.0, 0.7, -1.2], [2.1, -0.7, 1.6], [0.0, 1.4, -0.5], [-0.7, -0.6, 0.1], [-0.3, -0.7, -1.9], [0.0, 0.3, -0.1], [-0.3, 0.1, 0.2], [-0.2, 0.1, 0.1], [-0.2, 0.0, -0.3], [0.1, -0.6, 0.3], [0.3, 0.1, 0.1], [0.1, -0.6, 0.0], [0.0, 0.0, -0.1], [0.1, 0.9, -0.7], [0.0, -0.5, 1.1], [0.7, 0.0, 0.3], [-2.4, 1.4, -1.1], [2.4, -2.2, 1.0], [-0.9, -0.1, -0.9], [0.1, 0.2, -0.2], [0.1, -0.1, -0.5], [0.0, 0.0, 0.4], [0.1, 0.2, -0.1], [0.1, 0.1, 0.0], [-0.1, 0.4, 0.3], [0.1, -0.3, -0.2], [0.2, 0.0, 0.4], [-0.5, 0.0, 0.2]],
  "mulliken_charge": [-1.698, 3.941, -1.395, -0.392, -0.624, -1.011, -0.072, 0.134, -1.060, 1.009, -0.560, -0.707, -0.616, 0.456, -0.190, -0.525, 0.580, 0.463, 0.428, -0.051, 0.599, 0.325, 0.293, -0.828, 1.116, -0.662, -0.668, -0.903, -0.413, 0.375, 0.521, -0.768, 0.600, 0.194, 0.506, 0.194, -1.211, 0.561, -0.753, 1.027, -0.031, -0.789, -0.237, 0.343, 0.454, -0.400, 0.413, 0.060, 0.567, -0.308, 0.626, -0.622, -0.850, -0.388, 1.013, -0.063, -0.721, -0.326, 0.382, 0.247, 0.451, 0.355, 0.017, 0.546, -0.220, 0.459, -0.546, -0.807, -0.359, 1.156, 0.144, -0.838, -0.797, 0.407, 0.153, 0.391, 0.330, -0.181, 0.555, 0.400, 0.446, 0.811, -1.260, -0.250, 0.971, -0.711, -0.489, -0.556, -0.782, 0.540, 0.459, 0.251, 0.597, 0.023, 0.396, 0.099, -0.118, 0.787, -0.311, 1.156, -0.296, -0.779, -1.185, 0.683, -0.049, -1.129, 0.459, -0.409, 0.495, 0.408, 0.423, -0.910, -0.675, -0.546, 0.921, -0.851, 0.191, -0.008, 0.381, 0.439, 0.317, 0.289, 0.721, -0.078, 0.485, -0.630, -0.328, 0.643, -1.022, 1.128, -0.648, -0.682, -0.625, 0.368, 0.088, -0.102, -0.241, 0.497, 0.400, 0.058, 0.538],
  "max_force_ev_per_a": 6.10,
  "gap_ha": 0.3493,
  "homo_ev": -9.653,
  "e_tot_ha": -6400.0394
}

Entry 2:
{
  "formula": "C4H6MgNaO",
  "method": "the ωB97M-V functional and the def2-TZVPD basis",
  "species": ["C", "C", "H", "H", "H", "H", "Na", "O", "C", "C", "Mg", "H", "H"],
  "xyz": [[-1.42847, -1.37009, 0.18856], [-1.12553, -0.28015, -0.58286], [-1.66636, -1.26357, 1.25162], [-1.29961, -2.38566, -0.20003], [-1.31191, 0.72836, -0.19732], [-0.94955, -0.40163, -1.65587], [-4.04312, -0.93813, -0.91629], [1.93104, 1.75430, 1.31258], [2.25072, 1.19498, 0.15785], [1.56054, 0.28670, -0.53075], [1.01723, 1.41961, 2.86132], [1.85500, -0.27811, -1.41388], [3.21003, 1.53336, -0.27493]],
  "atomic_forces_ev_per_a": [[0.5, 1.0, -0.8], [-1.6, -1.2, 0.7], [0.0, -0.1, -0.3], [0.0, 0.3, 0.2], [0.4, -0.3, -0.2], [0.3, 0.2, 0.4], [0.0, -0.1, -0.1], [-0.8, 0.4, 1.8], [-0.3, -1.3, -1.3], [1.2, 0.6, 0.2], [0.9, 0.3, -1.0], [-0.4, 0.1, 0.2], [-0.3, 0.0, 0.2]],
  "mulliken_charge": [-0.768, -0.607, 0.272, 0.341, 0.387, 0.396, 0.945, -0.591, 0.353, -0.668, 1.310, 0.327, 0.304],
  "max_force_ev_per_a": 2.09,
  "total_charge": 2,
  "gap_ha": [0.1812, 0.1703],
  "spin_multiplicity": 2,
  "homo_ev": [-15.002, -14.791],
  "e_tot_ha": -592.9069
}

Entry 3:
{
  "formula": "H20O10",
  "method": "the ωB97M-V functional and the def2-TZVPD basis",
  "species": ["O", "H", "H", "O", "H", "H", "O", "H", "H", "O", "H", "H", "O", "H", "H", "O", "H", "H", "O", "H", "H", "O", "H", "H", "O", "H", "H", "O", "H", "H"],
  "xyz": [[-0.23044, -18.10396, -17.81734], [-0.77853, -17.36045, -18.06838], [0.58265, -17.97875, -18.30664], [2.82892, -19.80902, -18.80551], [3.40871, -20.49681, -19.13265], [1.99584, -19.96586, -19.25004], [1.49442, -17.28248, -19.76739], [2.24804, -17.82190, -19.52797], [1.87323, -16.44264, -20.02702], [6.23150, -20.30032, -18.77203], [6.76690, -21.01714, -18.43181], [6.33558, -20.35303, -19.72210], [-0.91340, -18.14470, -20.99183], [-0.01557, -18.26952, -20.68432], [-1.32486, -17.60360, -20.31793], [2.93709, -17.62960, -17.06033], [2.94870, -18.46072, -17.53502], [3.85860, -17.38024, -16.99048], [-0.68181, -20.73644, -17.37445], [-0.52838, -19.87179, -17.75534], [0.12816, -21.21886, -17.54021], [3.83177, -23.32797, -17.64811], [3.16643, -24.00095, -17.79181], [3.94503, -22.91574, -18.50454], [0.66482, -21.13335, -20.10360], [1.02741, -22.00551, -20.25881], [-0.04168, -21.04971, -20.74400], [4.26855, -22.23305, -20.14171], [5.14408, -22.49226, -19.85450], [4.02780, -22.88704, -20.79789]],
  "atomic_forces_ev_per_a": [[-0.6, -1.6, 0.4], [-0.3, 0.3, 0.2], [0.8, 0.8, -0.3], [-0.3, 0.6, 0.3], [0.6, -0.3, -0.1], [-0.3, -0.3, -0.4], [-0.2, -0.4, -0.1], [0.7, -0.2, 0.1], [0.0, 0.4, -0.1], [-0.4, -0.1, 0.0], [0.3, -0.1, 0.3], [0.1, 0.2, -0.3], [-0.4, -0.6, -0.2], [0.4, 0.4, 0.0], [-0.2, 0.2, 0.0], [-0.4, 0.4, 0.2], [0.2, -0.7, -0.2], [0.3, 0.2, 0.1], [-1.2, -1.4, 0.8], [0.1, 3.1, -0.7], [1.3, -1.0, -0.2], [-0.1, 0.0, 0.6], [-0.1, -0.3, 0.1], [-0.2, 0.2, -0.3], [-0.1, 0.2, 0.6], [0.2, -0.3, 0.0], [-0.4, 0.3, -0.3], [-0.3, 0.3, -0.1], [0.5, 0.1, 0.0], [-0.1, -0.2, -0.4]],
  "mulliken_charge": [-0.650, 0.320, 0.383, -0.718, 0.259, 0.330, -0.562, 0.323, 0.266, -0.612, 0.305, 0.312, -0.610, 0.382, 0.272, -0.570, 0.375, 0.339, -0.091, 0.457, 0.442, -0.623, 0.312, 0.397, -0.556, 0.271, 0.295, -0.607, 0.302, 0.259],
  "max_force_ev_per_a": 3.22,
  "total_charge": 1,
  "gap_ha": [0.3960, 0.1162],
  "spin_multiplicity": 2,
  "homo_ev": [-14.235, -13.941],
  "e_tot_ha": -763.9968,
  "e_above_lowest_kj_mol": 63.5
}